Computed, not measured: a structure of composition C29H50BeBrNOP2 at a distorted geometry, with ωB97M-V/def2-TZVPD.

Properties
Kohn-Sham gap ... 6.93 eV
Spin multiplicity ... 1
Total charge ... +2

Positions of all 85 atoms, in Å:
H: -0.032 -3.504 1.931
H: -2.683 2.803 -2.030
Be: 0.102 -0.388 -0.046
H: 0.379 2.499 -1.866
C: -0.948 -3.395 -0.929
C: -2.133 0.772 1.149
C: 0.909 -3.286 1.400
C: -0.601 2.186 -2.253
C: 1.173 4.205 0.140
H: 1.961 3.880 -0.524
C: -0.606 -0.600 2.633
H: -2.087 1.240 0.161
C: 2.866 0.403 0.574
H: 0.800 6.022 -0.956
H: -0.536 2.296 -3.348
H: 1.472 1.290 -3.814
H: -2.403 -1.907 -3.169
P: 0.500 -2.515 -0.231
H: -0.717 1.281 3.702
C: 3.070 -0.344 1.748
C: -1.013 -4.893 -0.639
C: 1.882 -2.827 -1.405
C: -0.141 4.019 2.169
C: 1.722 1.314 0.455
H: -3.155 -0.988 0.490
C: 3.874 -1.479 1.687
H: 2.958 -4.259 -2.607
H: 1.881 -0.240 -4.602
H: 1.339 1.742 2.528
H: 1.480 1.592 -0.576
H: 1.958 -4.918 2.369
C: -1.128 0.270 3.733
H: -2.220 0.317 3.751
H: -2.074 1.559 1.907
C: -3.082 -1.278 -2.581
C: 1.480 0.201 -3.680
C: 0.075 -0.340 -3.428
C: 4.468 -1.773 0.458
H: -1.669 3.144 -0.597
H: -1.087 -1.592 2.621
H: 2.170 -0.039 -2.861
H: -0.405 3.517 3.102
H: -1.922 -5.320 -1.087
C: -1.682 3.098 -1.695
H: 1.327 -5.350 0.764
C: 2.028 -4.221 -2.021
C: 1.310 2.115 1.494
H: -0.967 -3.225 -2.016
N: -0.435 5.903 0.700
H: 3.986 -2.150 2.530
H: 1.201 -4.470 -2.695
H: -4.038 -1.239 -3.117
C: 4.565 -0.857 -0.593
O: -0.805 -0.029 1.274
C: -2.558 0.135 -2.403
H: -0.811 -0.168 4.674
H: -1.490 5.682 2.482
H: 2.114 -4.991 -1.243
H: -0.582 -0.134 -4.293
P: -0.769 0.360 -1.927
H: 1.855 -2.058 -2.192
H: 2.594 -0.039 2.682
H: -1.848 -2.904 -0.528
H: -2.678 0.702 -3.342
H: -1.053 -5.098 0.436
H: 3.725 0.992 -1.341
H: -0.159 -5.428 -1.070
H: 1.422 -2.514 1.991
H: 5.195 -1.062 -1.456
H: -3.276 -1.767 -1.622
H: 2.791 -2.633 -0.829
C: 1.781 -4.540 1.351
H: 2.770 -4.298 0.933
C: -0.742 5.230 1.821
C: 3.720 0.240 -0.543
Br: 5.039 -3.603 0.110
C: 0.796 3.446 1.275
H: 0.477 -0.731 2.743
H: -4.204 0.287 1.111
C: -3.250 -0.216 1.270
H: -3.255 -0.697 2.258
H: 0.090 -1.438 -3.299
C: 0.525 5.416 -0.091
H: -3.163 0.668 -1.655
H: -1.503 4.122 -2.050

Atomic partial charges in e from the Mulliken method, atoms 1 to 2: number 1, H, carries 0.61; number 2, H, carries 0.38


Computed, not measured: a structure of composition C30H24N8SSe3TeW, with ωB97M-V/def2-TZVPD.

Properties
<S²> ... 2.029
Kohn-Sham gap (alpha / beta) ... 6.18 / 5.58 eV
Spin multiplicity ... 3
Total charge ... +2
Energy above the lowest of the compared OMol25 structures with the same formula, charge and spin ... 0.000 eV

Positions of all 68 atoms, in Å:
C: -2.728 0.112 -3.753
H: -2.387 -2.073 -1.229
H: -3.199 -1.971 -3.518
N: 1.470 0.004 1.298
N: -1.450 4.722 -3.713
C: -0.919 -1.945 3.759
C: 0.127 4.164 0.299
H: 3.505 2.249 -1.590
C: 1.179 -4.607 -0.458
H: -3.099 0.215 -4.764
H: -0.240 5.425 -1.410
H: 2.988 -3.559 0.028
H: 2.059 1.958 0.754
C: 0.525 -1.674 5.638
C: 1.246 -2.410 0.491
H: 2.289 -1.741 2.164
Te: -4.848 -0.323 2.660
H: 2.685 0.406 2.996
C: 2.790 1.511 -1.928
H: 2.122 -0.267 5.291
H: 0.820 -1.910 6.651
H: 0.596 4.921 0.911
H: -1.140 -3.042 5.571
C: 1.242 -0.752 4.889
H: 3.031 -1.282 0.653
H: -1.781 -2.388 3.282
C: -0.204 -4.535 -0.411
H: 1.292 1.467 2.815
N: -1.758 -0.111 -1.123
C: -1.465 3.593 -3.021
C: 1.908 -3.534 0.014
H: -0.829 -5.357 -0.729
C: -1.693 1.060 -1.799
C: -0.558 -2.298 5.048
C: 1.628 0.436 2.712
C: -1.067 2.154 -1.099
Se: -1.956 1.540 2.543
C: 0.987 -0.381 -2.681
C: 2.070 -1.358 1.163
H: 3.339 0.779 0.711
N: -0.248 -1.035 3.038
Se: -3.087 -1.515 1.302
N: 1.187 -0.173 -1.376
C: 2.567 1.298 -3.276
C: -2.778 -1.082 -3.072
Se: -3.136 0.517 4.267
N: -0.608 1.875 0.147
H: 0.264 -1.146 -2.941
C: -2.298 -1.148 -1.770
N: -2.495 2.848 -4.921
C: -0.790 -3.381 0.059
H: 1.461 0.121 -4.709
C: 1.651 0.327 -3.665
H: 0.281 2.681 1.825
W: -0.914 -0.220 0.948
C: -0.332 4.442 -0.967
C: -0.035 2.887 0.816
S: -2.102 4.393 -5.146
H: -1.865 -3.320 0.144
C: 0.836 -0.472 3.600
H: 3.107 1.872 -4.018
H: 1.680 -5.489 -0.835
C: -0.944 3.417 -1.685
N: -0.093 -2.305 0.481
C: -2.063 2.519 -3.712
C: 2.281 0.933 0.466
C: -2.177 1.214 -3.103
C: 2.074 0.745 -1.013

Atomic partial charges in e from the natural (NBO) method, atoms 1 to 2: number 1, C, carries -0.08; number 2, H, carries 0.23


Computed, not measured: an isolated molecule of C3H5NS at a distorted geometry, with ωB97M-V/def2-TZVPD.

Properties
Kohn-Sham gap ... 10.15 eV
Spin multiplicity ... 1
Structure (SMILES) ... N#CCCS
Energy above the lowest of the compared OMol25 structures with the same formula, charge and spin ... 0.494 eV

Positions of all 10 atoms, in Å:
N: 0.109 1.433 -2.114
S: 0.468 0.122 1.623
C: -0.598 -0.890 0.548
C: -0.177 0.427 -1.594
H: -0.980 -1.550 -1.454
H: 0.209 1.304 1.202
H: 0.743 -1.338 -0.811
H: -0.406 -1.780 0.965
H: -1.580 -0.440 0.759
C: -0.265 -0.900 -0.925

Atomic partial charges in e from the natural (NBO) method, atoms 1 to 2: number 1, N, carries -0.31; number 2, S, carries -0.04


So what do the calculations give for total energy? Going down the list: -4535.9755, -9532.9235, -570.2164 a.u..